Record 1
The following is a DFT calculation (ωB97M-V/def2-TZVPD) of C9H7N2O5Tl as an isolated structure in a non-equilibrium geometry.

Results
LUMO energy	-11.23	eV
DFT total energy	-1004.5616	hartree
relative energy (zero: lowest compared OMol25 entry of this formula, charge and spin)	0.000	eV
HOMO	-0.5701	hartree
max |F|	5.0	eV Å⁻¹
total charge	+2
molecular weight	427.55	g mol⁻¹
gap between HOMO and LUMO	4.3	eV

```
24
C9H7N2O5Tl (ωB97M-V/def2-TZVPD)
Tl 0.39 -0.91 -0.05
O 2.96 -1.07 -2.62
O -2.81 0.44 1.94
O -1.83 0.53 -3.04
O -0.20 5.17 -0.01
O -0.57 -4.52 -1.38
N 2.09 -0.65 4.26
N 1.01 -0.21 2.39
C -0.30 -3.48 -1.01
C -1.88 0.12 1.37
C 1.76 0.69 4.30
C 1.64 -1.16 3.09
C 2.37 -0.69 -1.70
C 1.11 0.96 3.13
C 1.84 -2.59 2.74
C -1.23 0.08 -2.19
C 0.13 4.08 0.14
H 0.70 1.89 2.76
H 2.01 1.34 5.13
H 1.30 -3.22 3.46
H 2.91 -2.82 2.77
H 2.11 0.26 -0.80
H 2.58 -1.20 4.96
H 1.46 -2.79 1.73
```

Record 2
The following is a DFT calculation (ωB97M-V/def2-TZVPD) of a 2-piece molecular cluster, C9H7N3O overall in a non-equilibrium geometry.

Results
LUMO energy	-0.88	eV
DFT total energy	-586.4628	hartree
relative energy (zero: lowest compared OMol25 entry of this formula, charge and spin)	4.503	eV
HOMO	-0.3340	hartree
max |F|	9.5	eV Å⁻¹
molecular weight	173.17	g mol⁻¹
gap between HOMO and LUMO	8.2	eV

```
20
C9H7N3O (ωB97M-V/def2-TZVPD)
O 3.68 0.59 0.29
N 0.60 -0.69 -0.47
N -0.45 1.82 -0.07
N 3.26 -1.49 -0.04
C 1.38 0.29 -0.31
C -1.32 0.87 -0.01
C -1.68 -1.47 -0.06
C -3.09 -1.30 0.08
C -0.83 -0.51 -0.15
C 2.80 -0.14 0.20
C -3.52 -0.08 0.18
C -2.66 1.01 0.16
C 0.83 1.64 -0.10
H 4.27 -1.41 1.11
H 2.64 -2.32 -0.10
H 1.42 2.46 -0.27
H -3.10 2.11 0.22
H -1.45 -2.63 -0.02
H -4.73 -0.13 0.21
H -3.76 -2.02 0.60
```